Entry 1:
This record from the OMol25 dataset describes a cluster of 9 separate species, C38H91N5O9 in total. The level of theory is ωB97M-V/def2-TZVPD.

Results
* E_LUMO: 0.0097 hartree

CARTESIAN COORDINATES (ANGSTROEM)
O  -27.487  28.168  26.912
O  -29.506  34.816  19.081
O  -25.925  34.898  26.124
O  -27.468  31.212  21.507
O  -23.261  31.742  19.934
O  -24.687  30.763  22.470
O  -33.184  31.483  20.433
O  -29.062  29.732  16.947
O  -28.444  34.569  25.104
N  -29.412  32.570  19.463
N  -23.055  31.016  18.749
N  -27.932  33.913  20.430
N  -28.757  28.440  17.396
N  -26.023  34.131  27.296
C  -24.887  29.458  23.041
C  -28.858  35.541  24.153
C  -29.766  28.953  19.549
C  -25.375  32.955  29.771
C  -29.198  26.653  19.061
C  -25.870  32.061  26.098
C  -28.951  33.830  19.545
C  -28.949  36.938  24.764
C  -28.429  30.741  22.443
C  -31.146  27.707  17.904
C  -24.315  30.766  18.004
C  -22.397  28.862  19.841
C  -28.800  25.617  17.998
C  -28.969  31.881  23.288
C  -32.778  31.572  22.804
C  -23.774  33.085  27.083
C  -26.864  28.218  15.916
C  -28.170  27.576  16.371
C  -28.044  28.804  25.781
C  -25.388  29.941  18.753
C  -27.427  35.794  28.336
C  -27.854  26.168  16.966
C  -28.670  27.747  24.851
C  -29.096  27.343  15.151
C  -24.880  32.149  17.605
C  -21.695  29.391  17.502
C  -29.705  27.952  18.403
C  -25.553  32.083  28.548
C  -24.964  36.022  28.607
C  -23.963  30.061  16.684
C  -20.727  30.664  19.368
C  -32.160  31.505  21.430
C  -26.115  35.008  28.473
C  -26.295  34.174  29.754
C  -25.452  28.499  22.031
C  -22.956  28.898  16.758
C  -25.276  32.863  27.249
C  -21.993  29.986  18.877
H  -29.417  28.244  14.622
H  -24.021  35.525  28.844
H  -28.718  29.187  19.766
H  -28.297  26.878  19.642
H  -31.819  27.342  18.683
H  -28.051  37.277  25.279
H  -29.799  35.214  23.704
H  -25.458  32.424  25.151
H  -26.364  29.969  18.267
H  -24.071  31.255  23.021
H  -23.399  27.991  17.170
H  -22.684  29.239  20.826
H  -25.741  31.962  16.954
H  -23.579  30.825  16.003
H  -19.866  30.007  19.524
H  -25.568  29.622  23.878
H  -26.599  31.202  21.931
H  -25.525  32.412  30.709
H  -29.234  30.302  21.853
H  -24.811  31.283  28.612
H  -30.239  28.596  20.465
H  -26.590  27.633  15.031
H  -30.310  29.875  19.323
H  -24.862  28.396  21.126
H  -23.229  32.140  27.046
H  -29.045  34.578  25.856
H  -26.019  34.776  30.622
H  -27.928  30.009  23.082
H  -29.495  28.173  24.279
H  -27.334  33.859  29.867
H  -29.696  36.886  25.563
H  -29.274  37.671  24.027
H  -28.594  26.736  14.393
H  -28.147  35.522  23.326
H  -27.934  27.221  24.239
H  -27.966  28.464  27.689
H  -23.914  29.041  23.312
H  -26.757  34.670  25.672
H  -28.917  31.813  19.904
H  -23.564  31.054  20.549
H  -29.091  26.895  25.391
H  -26.535  31.608  28.539
H  -27.511  33.047  20.734
H  -27.486  36.631  27.642
H  -24.895  29.717  16.234
H  -27.318  29.374  25.197
H  -27.712  25.431  16.178
H  -24.799  36.639  27.723
H  -28.247  35.083  28.224
H  -25.344  32.616  18.478
H  -33.493  30.757  22.951
H  -27.458  34.784  20.585
H  -20.784  31.161  20.339
H  -29.941  26.163  19.687
H  -26.494  28.753  21.823
H  -24.230  32.870  17.116
H  -29.665  31.516  24.044
H  -21.161  30.025  16.794
H  -23.558  33.621  26.157
H  -29.731  25.279  17.531
H  -28.344  24.746  18.470
H  -22.634  28.706  15.734
H  -26.952  32.181  26.087
H  -27.048  29.225  15.542
H  -26.962  26.402  17.560
H  -29.428  32.640  22.653
H  -24.370  33.355  29.944
H  -25.541  27.502  22.471
H  -25.573  31.010  26.133
H  -25.125  36.762  29.395
H  -33.388  32.469  22.940
H  -31.707  30.508  21.357
H  -21.041  28.528  17.659
H  -20.407  31.420  18.648
H  -23.186  28.201  19.484
H  -32.142  31.498  23.686
H  -25.059  28.902  18.712
H  -32.864  31.705  19.557
H  -31.149  26.961  17.110
H  -21.519  28.233  20.010
H  -26.031  28.137  16.606
H  -28.130  32.386  23.771
H  -27.614  36.287  29.297
H  -23.385  33.719  27.878
H  -28.814  29.528  26.059
H  -25.500  30.355  19.755
H  -30.165  32.423  18.813
H  -31.622  28.624  17.554
H  -30.032  26.827  15.369
H  -28.511  30.295  17.503
H  -31.406  32.244  21.159

Löwdin population analysis, charges in e, atoms 1 to 8: O -0.0666; O 0.0194; O -0.0248; O -0.1201; O -0.0133; O -0.1007; O -0.0777; O -0.0030

Entry 2:
This record from the OMol25 dataset describes a cluster of 2 separate species, C4H5O3S in total. The level of theory is ωB97M-V/def2-TZVPD.

Results
* energy relative to the best compared isomer or geometry (same formula, charge and spin): 2.206 eV
* E_LUMO: 0.1368 hartree
* net charge: -1

CARTESIAN COORDINATES (ANGSTROEM)
S  -0.955  -2.147  -0.153
O  -1.934  2.047  -0.900
O  -2.763  1.226  1.098
O  0.254  -2.930  -0.612
C  1.326  0.222  0.755
C  -2.231  1.471  0.079
C  0.654  -0.106  -0.562
C  -0.716  -0.529  -0.261
H  1.096  -0.918  -1.122
H  1.651  -0.641  1.185
H  2.269  0.754  0.504
H  0.824  0.766  -1.332
H  0.523  0.786  1.322

Löwdin population analysis, charges in e, atoms 1 to 8: S 0.7326; O 0.1068; O 0.1057; O -0.7233; C -0.1282; C -0.5246; C -0.4398; C -0.4918

Entry 3:
This record from the OMol25 dataset describes a cluster of 3 separate species, C11H17FO7P in total. The level of theory is ωB97M-V/def2-TZVPD.

Results
* E_LUMO: 0.0704 hartree
* net charge: -1

CARTESIAN COORDINATES (ANGSTROEM)
P  2.577  7.314  2.101
F  -0.235  3.325  1.237
O  3.511  6.416  0.972
O  -0.499  -4.650  0.040
O  1.089  3.393  2.964
O  1.694  8.511  1.283
O  -2.536  -5.590  -0.140
O  0.608  -1.363  -2.879
O  1.052  0.327  -1.466
C  0.262  -0.599  0.546
C  0.492  5.503  2.030
C  0.529  4.007  2.185
C  0.677  -0.938  -1.758
C  1.141  0.494  -0.034
C  1.433  6.287  3.013
C  -3.262  -6.295  -1.160
C  -1.332  -5.188  -0.627
C  0.414  -1.713  -0.484
C  -1.212  -5.561  -2.090
C  -2.663  -5.825  -2.475
H  -3.129  -7.368  -1.001
H  -0.777  -0.263  0.573
H  0.546  -0.888  1.556
H  2.187  0.388  0.262
H  0.626  5.799  0.980
H  -0.486  -2.310  -0.573
H  2.090  5.588  3.542
H  -0.546  5.796  2.267
H  -2.782  -6.546  -3.283
H  -0.595  -6.456  -2.175
H  1.273  -2.350  -0.273
H  2.934  5.939  0.347
H  -4.321  -6.056  -1.078
H  0.796  1.488  0.237
H  -0.778  -4.745  -2.663
H  2.358  9.022  0.810
H  -3.136  -4.892  -2.785

Löwdin population analysis, charges in e, atoms 1 to 8: P 0.6540; F 0.0046; O -0.3983; O 0.1191; O 0.1746; O -0.3792; O 0.0266; O 0.0959